{
  "formula": "C10H7NO4",
  "method": "the ωB97M-V functional and the def2-TZVPD basis",
  "elements": ["C", "C", "C", "C", "C", "C", "C", "C", "C", "C", "N", "O", "O", "O", "O", "H", "H", "H", "H", "H", "H", "H"],
  "xyz": [[-0.11451, 2.23133, -1.32291], [-1.08017, 1.36334, -1.87013], [0.61990, 1.96185, -0.22063], [-1.03250, 0.08733, -1.42575], [0.62654, 0.59635, 0.42010], [-0.07167, -0.32599, -0.51000], [0.95294, 0.42252, 1.68283], [0.36964, -1.72229, -0.37236], [-2.73777, -1.61720, 1.48513], [1.76614, -1.92039, -0.27023], [2.79580, -2.41129, -0.64312], [-3.66313, -1.81920, 0.86939], [1.06998, 1.60002, 2.45176], [-0.31865, -2.80063, -0.62164], [-1.79174, -1.36247, 2.08446], [-0.12455, 3.33783, -1.62369], [-1.66199, 1.83539, -2.67477], [1.17613, 2.58873, 0.34286], [-1.72501, -0.65368, -1.76845], [1.24062, 1.50507, 3.33723], [0.60089, -0.39013, 2.20646], [3.10308, -2.50649, -1.55655]],
  "atomic_forces_ev_per_a": [[0.01, 3.24, 0.46], [0.72, 1.44, -0.50], [-0.88, -3.92, 0.36], [-0.56, -0.87, -0.29], [-2.03, 2.38, -6.24], [2.08, -1.28, 3.09], [-0.14, 2.44, 2.63], [-2.93, -2.08, -1.56], [1.60, 0.54, 0.62], [0.13, -0.76, -0.60], [-0.72, 0.88, 2.89], [-2.71, -0.74, -1.63], [-0.10, -0.26, -4.41], [1.69, 2.78, 0.93], [1.17, 0.17, 0.98], [0.12, -1.79, 0.09], [-0.25, -1.01, 0.50], [1.56, 2.71, 1.02], [-0.03, -0.50, -0.46], [0.71, -1.06, 3.18], [-0.12, -2.02, 1.17], [0.69, -0.28, -2.22]],
  "energy_ev": -20158.9391,
  "homo_lumo_gap_ev": [6.4203, 6.8264],
  "e_above_lowest_ev": 5.1937,
  "total_charge": 0,
  "multiplicity": 1
}